Entry from the Open Molecules 2025 dataset: a structure of composition H5N3P2 in a non-equilibrium geometry (wB97M-V/def2-TZVPD).

XYZ file:
```
10
Properties=species:S:1:pos:R:3
N 1.16 0.43 0.47
N 0.19 -0.83 -0.35
N -0.94 -0.97 0.41
P 2.62 0.08 -0.04
P -2.02 0.36 0.25
H -0.17 -0.29 -1.18
H -0.90 -1.62 1.11
H 3.34 1.27 0.54
H -2.21 0.17 -1.13
H -1.07 1.39 -0.08
```

Summary:
ΔE to the lowest compared entry with this formula, charge and spin (kJ/mol): 82.2
E_tot (eV): -23124.425
Kohn-Sham gap (eV): 8.349
M (g/mol): 109.01
Strongest force on any atom (eV/A): 3.6
LUMO (eV): -0.28

---

Entry from the Open Molecules 2025 dataset: the molecule C5H11NO in a non-equilibrium geometry (wB97M-V/def2-TZVPD).

XYZ file:
```
18
Properties=species:S:1:pos:R:3
C 0.69 -0.99 -1.12
C 1.90 -0.14 -1.61
C 0.45 -0.82 0.35
N -0.25 0.32 0.71
C -1.16 1.07 -0.11
C -2.37 1.58 0.73
O 0.91 -1.53 1.22
H -0.19 -0.71 -1.70
H 0.82 -2.03 -1.36
H 2.45 0.40 -0.83
H 2.62 -0.81 -2.08
H 1.55 0.53 -2.39
H -0.15 0.62 1.66
H -0.70 1.97 -0.54
H -1.62 0.49 -0.88
H -2.70 0.75 1.35
H -3.22 1.78 0.09
H -2.11 2.45 1.32
```

Summary:
ΔE to the lowest compared entry with this formula, charge and spin (kJ/mol): 59.7
E_tot (eV): -8901.079
Kohn-Sham gap (eV): 10.334
M (g/mol): 101.15
SMILES: CCNC(=O)CC
Strongest force on any atom (eV/A): 1.7
LUMO (eV): 0.93

---

Entry from the Open Molecules 2025 dataset: the molecule C22H29N3O5S in a non-equilibrium geometry (wB97M-V/def2-TZVPD).

XYZ file:
```
60
Properties=species:S:1:pos:R:3
C 2.20 2.96 0.20
H 1.92 2.78 1.24
H 2.10 4.02 -0.01
H 3.25 2.68 0.07
C 1.31 2.14 -0.73
C 1.66 2.43 -2.19
H 2.68 2.10 -2.40
H 0.99 1.91 -2.87
H 1.59 3.49 -2.39
H 0.27 2.42 -0.55
C 1.45 0.65 -0.41
N 0.70 -0.16 -1.36
C 1.00 -1.45 -1.57
O 1.96 -2.01 -1.06
C 0.03 -2.20 -2.48
C -0.50 -1.38 -3.66
C -1.91 -0.85 -3.40
N -2.04 -0.44 -2.01
S -3.40 0.54 -1.74
O -3.45 1.47 -2.82
O -4.55 -0.29 -1.50
C -2.96 1.40 -0.24
C -3.28 0.86 0.99
C -2.92 1.54 2.14
C -2.25 2.75 2.04
C -1.95 3.29 0.81
C -2.30 2.61 -0.35
H -2.10 3.00 -1.33
H -1.44 4.24 0.74
H -1.97 3.28 2.94
H -3.15 1.13 3.11
H -3.81 -0.08 1.03
C -1.99 -1.57 -1.08
C -1.14 -2.72 -1.63
H -0.76 -3.31 -0.80
H -1.75 -3.37 -2.25
H -3.01 -1.93 -0.89
H -1.58 -1.20 -0.14
H -2.66 -1.62 -3.64
H -2.12 0.03 -4.00
H 0.18 -0.54 -3.86
H -0.53 -1.99 -4.56
H 0.60 -3.07 -2.85
H -0.21 0.18 -1.65
C 0.92 0.31 0.99
O 0.12 1.00 1.59
N 1.40 -0.85 1.45
H 1.97 -1.43 0.84
C 0.99 -1.42 2.72
C 2.17 -1.85 3.52
C 2.76 -3.07 3.67
C 3.88 -2.87 4.51
C 3.90 -1.54 4.80
O 2.87 -0.91 4.20
H 4.56 -0.94 5.39
H 4.58 -3.61 4.85
H 2.43 -3.99 3.25
H 0.33 -2.28 2.56
H 0.44 -0.63 3.25
H 2.50 0.35 -0.49
```

Summary:
ΔE to the lowest compared entry with this formula, charge and spin (kJ/mol): 105.8
E_tot (eV): -48828.356
Kohn-Sham gap (eV): 9.234
M (g/mol): 447.56
SMILES: CC(C)[C@H](NC(=O)C1CCN(S(=O)(=O)c2ccccc2)CC1)C(=O)NCc1ccco1
Strongest force on any atom (eV/A): 1.0
LUMO (eV): 0.58

---

Entry from the Open Molecules 2025 dataset: a cluster of 4 separate species, C28H36F5IN4P in total in a non-equilibrium geometry (wB97M-V/def2-TZVPD).

XYZ file:
```
75
Properties=species:S:1:pos:R:3
N 2.40 2.14 1.95
P 1.02 1.50 1.60
N 0.99 0.54 0.16
C -0.13 -0.46 0.13
C 0.03 -1.42 -1.05
C 1.13 -2.49 -0.74
C 2.54 -2.33 -1.29
C 3.41 -1.29 -0.61
F 4.74 -1.65 -0.68
C -1.29 -2.21 -1.23
C -2.59 -1.42 -1.34
C -3.29 -1.16 0.01
F -2.58 -1.73 1.07
C 0.31 -0.56 -2.30
N 0.23 0.90 -2.07
C 0.95 1.32 -0.98
N 1.62 2.44 -1.05
I 1.59 3.64 -2.70
H 3.14 1.88 1.32
H -0.02 2.44 1.42
H 0.57 0.62 2.59
H -0.18 -1.01 1.06
H -1.06 0.10 0.05
H 1.21 -2.56 0.35
H 0.75 -3.46 -1.06
H 3.05 -3.28 -1.16
H 2.56 -2.16 -2.37
H 3.13 -1.18 0.44
H 3.30 -0.30 -1.07
H -1.16 -2.74 -2.18
H -1.36 -2.99 -0.47
H -3.27 -2.01 -1.94
H -2.48 -0.46 -1.85
H -3.35 -0.09 0.23
H -4.31 -1.55 0.04
H 1.29 -0.74 -2.74
H -0.42 -0.78 -3.08
H -0.73 1.23 -2.04
H 2.15 2.77 -0.24
F 0.43 3.08 5.64
C 1.58 3.75 5.92
C 1.76 4.26 7.19
C 2.94 4.93 7.47
C 3.90 5.09 6.48
C 3.69 4.57 5.21
C 2.52 3.88 4.93
H 0.99 4.12 7.94
H 3.10 5.34 8.46
H 4.82 5.62 6.71
H 4.44 4.69 4.44
H 2.34 3.46 3.95
F -1.45 -5.00 0.76
C -2.20 -5.40 1.82
C -2.13 -6.72 2.23
C -2.89 -7.11 3.32
C -3.70 -6.20 3.97
C -3.75 -4.88 3.54
C -2.99 -4.47 2.45
H -1.49 -7.41 1.70
H -2.85 -8.14 3.66
H -4.30 -6.51 4.82
H -4.39 -4.17 4.05
H -3.01 -3.45 2.09
F -1.51 2.28 -4.57
C -1.22 2.69 -5.84
C -0.51 1.85 -6.66
C -0.22 2.27 -7.95
C -0.64 3.53 -8.39
C -1.35 4.36 -7.53
C -1.65 3.94 -6.24
H -0.20 0.88 -6.30
H 0.33 1.62 -8.62
H -0.41 3.85 -9.39
H -1.67 5.33 -7.87
H -2.21 4.57 -5.56
```

Summary:
E_tot (eV): -66549.342
Kohn-Sham gap (eV): 6.657
M (g/mol): 681.49
Total charge: +1
Strongest force on any atom (eV/A): 1.9
LUMO (eV): -4.14

---

Entry from the Open Molecules 2025 dataset: a structure of composition C49H63CsIN4O2PS in a non-equilibrium geometry (wB97M-V/def2-TZVPD).

XYZ file:
```
122
Properties=species:S:1:pos:R:3
Cs -0.05 1.44 2.19
C 4.02 2.45 5.61
C 2.81 1.89 4.92
N 2.61 2.23 3.68
N 3.40 3.17 3.17
C 3.23 3.40 1.84
O 2.59 2.68 1.07
C 3.96 4.64 1.32
C 3.98 4.97 -0.05
C 4.70 6.08 -0.53
C 5.48 6.82 0.36
C 5.51 6.47 1.72
C 4.84 5.31 2.14
C 1.90 1.01 5.68
C 2.19 0.83 7.08
C 1.68 -0.25 7.78
C 0.69 -1.03 7.17
C 0.33 -0.68 5.85
N 0.88 0.32 5.12
H 4.58 3.05 4.90
H 4.74 1.71 5.99
H 3.74 3.12 6.46
H 3.44 4.31 -0.74
H 4.66 6.35 -1.58
H 6.07 7.68 0.01
H 6.07 7.03 2.46
H 4.93 4.97 3.18
H 2.91 1.50 7.52
H 2.08 -0.53 8.74
H 0.28 -1.92 7.64
H -0.46 -1.25 5.33
C -4.69 2.77 -2.27
C -4.08 1.82 -1.20
C -5.22 1.12 -0.42
C -3.05 0.83 -1.78
C -3.21 -0.53 -1.66
C -2.33 -1.51 -2.20
C -2.85 -2.94 -2.17
C -3.57 -3.37 -0.89
C -3.84 -3.05 -3.32
C -1.24 -1.05 -2.94
C -1.02 0.30 -3.23
C -1.91 1.41 -2.53
C 0.01 0.80 -4.22
C -0.59 1.22 -5.56
C 0.78 2.00 -3.65
C -0.46 -2.13 -3.68
C -0.80 -2.37 -5.02
C -0.29 -3.50 -5.67
C 0.57 -4.38 -5.02
C 0.93 -4.15 -3.71
C 0.43 -3.02 -3.01
P 0.95 -2.55 -1.28
C 1.11 -4.17 -0.19
C 1.25 -3.92 1.32
C 2.30 -5.05 -0.60
C -0.19 -4.95 -0.38
C 2.74 -1.79 -1.42
C 3.39 -1.89 -0.03
C 3.57 -2.43 -2.52
C 2.46 -0.33 -1.71
H -5.78 2.77 -2.08
H -4.56 2.35 -3.29
H -4.25 3.75 -2.25
H -3.63 2.45 -0.40
H -5.78 0.53 -1.15
H -5.85 1.91 0.02
H -4.86 0.49 0.38
H -4.14 -0.83 -1.20
H -2.02 -3.63 -2.33
H -4.46 -2.72 -0.70
H -2.97 -3.29 0.01
H -4.00 -4.39 -0.95
H -3.37 -2.85 -4.28
H -4.66 -2.32 -3.15
H -4.33 -4.07 -3.41
H -2.16 2.08 -3.40
H 0.71 0.00 -4.41
H -1.26 2.11 -5.47
H -1.08 0.41 -6.10
H 0.22 1.49 -6.25
H 0.17 2.86 -3.41
H 1.58 2.25 -4.34
H 1.25 1.76 -2.70
H -1.38 -1.66 -5.59
H -0.56 -3.65 -6.72
H 0.91 -5.25 -5.60
H 1.72 -4.75 -3.28
H 2.19 -3.48 1.60
H 1.14 -4.85 1.83
H 0.38 -3.34 1.62
H 3.21 -4.50 -0.71
H 2.16 -5.60 -1.53
H 2.49 -5.81 0.16
H -1.04 -4.45 0.06
H -0.15 -5.95 0.10
H -0.47 -5.15 -1.42
H 3.96 -2.83 0.16
H 2.61 -1.81 0.72
H 4.10 -1.09 0.15
H 3.75 -3.45 -2.31
H 4.52 -1.91 -2.65
H 3.07 -2.38 -3.47
H 2.01 0.17 -0.84
H 1.83 -0.19 -2.57
H 3.38 0.23 -1.92
O -1.01 -1.01 0.99
H -0.46 -1.57 0.43
H -1.82 -0.92 0.49
S -1.14 3.57 -0.67
C -1.27 2.31 -1.55
I -5.30 -0.17 6.35
C -4.63 1.29 5.03
C -5.26 2.55 5.01
C -4.80 3.55 4.13
C -3.68 3.28 3.37
N -2.99 2.16 3.49
C -3.47 1.16 4.27
H -6.10 2.74 5.70
H -5.38 4.49 4.12
H -3.26 4.00 2.62
H -2.91 0.25 4.26
```

Summary:
ΔE to the lowest compared entry with this formula, charge and spin (kJ/mol): 0.0
E_tot (eV): -90660.970
Kohn-Sham gap (alpha / beta) (eV): 4.071 / 4.074
M (g/mol): 1062.92
Total charge: -1
Multiplicity: 2
Strongest force on any atom (eV/A): 2.5
LUMO (alpha / beta) (eV): 1.57 / 1.57

---

Entry from the Open Molecules 2025 dataset: the molecule C15H9N3O4 in a non-equilibrium geometry (wB97M-V/def2-TZVPD).

XYZ file:
```
31
Properties=species:S:1:pos:R:3
O 2.93 -3.46 3.59
O -1.06 -2.15 -1.06
O 2.55 0.21 0.61
O -0.06 -4.22 0.15
C 2.15 -3.21 2.60
C -0.43 -1.09 -0.83
C 1.39 0.16 0.21
C 0.82 -3.48 0.90
C 1.19 -2.16 0.82
C -2.77 1.45 -2.38
C 0.27 3.81 0.45
C -2.14 0.22 -2.09
C 1.07 2.70 0.58
C -2.39 2.55 -1.67
C -0.86 3.84 -0.35
C -1.06 0.18 -1.19
C 0.61 1.43 0.01
C -1.27 2.59 -0.89
C -0.63 1.40 -0.70
N 1.42 -4.16 2.00
N 1.97 -2.01 1.90
N 0.76 -1.05 -0.04
H -0.70 -3.63 -0.33
H -3.68 1.56 -3.08
H 0.55 4.82 0.65
H -2.42 -0.76 -2.64
H 1.99 2.77 1.15
H -3.02 3.36 -1.86
H -1.43 4.70 -0.61
H 1.53 -5.13 2.20
H 2.70 -1.22 1.91
```

Summary:
ΔE to the lowest compared entry with this formula, charge and spin (kJ/mol): 0.0
E_tot (eV): -28360.872
Kohn-Sham gap (eV): 5.965
M (g/mol): 295.25
SMILES: O=C1c2cccc3cccc(c23)C(=O)N1c1[nH]c(=O)[nH]c1O
Strongest force on any atom (eV/A): 5.6
LUMO (eV): -1.51

---

> E_tot of number 5 (C49H63CsIN4O2PS)?

-90660.970 eV